Entry 1:
Computed, not measured: a structure of composition C15H31NO2P2Sn, with ωB97M-V/def2-TZVPD.

As for the total energy: -1692.007887 Eh. The orbital gap (spin up / spin down) comes out at 3.816 / 3.817 eV.

ORCA input file:
```
! RIJCOSX wB97M-V def2-TZVPD def2/J DEFGRID3
* xyz 0 1
P -2.37 -0.43 -1.03
P 0.42 -2.23 1.27
C -1.68 -2.06 -0.63
C -1.35 -2.37 0.85
H -0.81 -2.23 -1.28
H -2.45 -2.77 -0.98
H -1.97 -1.80 1.56
H -1.60 -3.43 1.05
C 1.18 -3.65 0.40
H 2.27 -3.59 0.51
H 0.92 -3.60 -0.67
H 0.80 -4.59 0.83
C 0.56 -2.49 3.04
H 0.61 -3.57 3.25
H -0.31 -2.07 3.57
H 1.48 -2.02 3.43
C -2.67 -0.44 -2.80
H -2.49 0.57 -3.22
H -3.71 -0.74 -3.00
H -1.99 -1.16 -3.29
C -3.89 -0.23 -0.09
H -3.76 -0.57 0.95
H -4.69 -0.83 -0.54
H -4.20 0.82 -0.07
Sn 1.52 3.85 2.27
C 1.39 -0.85 0.58
C 1.95 -0.96 -0.77
C 1.36 -0.44 -1.98
C 1.04 1.12 -1.98
C -0.34 1.43 -1.72
C -1.25 0.89 -0.70
C -0.69 0.84 0.78
C 0.80 0.54 1.01
C 1.71 5.45 0.77
H 2.29 -0.94 1.23
H 3.00 -1.24 -0.82
H 0.44 -0.98 -2.27
H 2.10 -0.62 -2.79
H 1.77 1.64 -1.34
H 1.27 1.49 -3.00
H -0.80 2.15 -2.40
H -2.02 1.69 -0.64
H -1.29 0.19 1.43
H -0.89 1.85 1.17
H 1.42 1.35 0.60
H 0.99 0.61 2.10
H 1.58 6.42 1.27
H 0.93 5.29 0.02
H 2.70 5.38 0.31
O 2.96 2.85 0.39
N 3.97 2.92 1.14
O 3.78 3.55 2.25
*
```

Entry 2:
Computed, not measured: a cluster of 2 separate species, C3H7N2O in total, with ωB97M-V/def2-TZVPD.

As for the total energy: -303.004919 Eh. The orbital gap comes out at 10.683 eV.

ORCA input file:
```
! RIJCOSX wB97M-V def2-TZVPD def2/J DEFGRID3
* xyz 1 1
C -0.01 -0.60 1.77
C 0.22 -1.83 1.09
N 0.78 -1.50 -0.18
C 0.76 -0.12 -0.28
N 0.30 0.36 0.90
H -0.50 -0.43 2.73
H 0.23 -2.88 1.41
H 1.14 -2.23 -0.81
H 1.33 0.56 -0.92
H 0.17 1.37 1.11
H -0.74 2.54 -2.11
H -2.13 2.75 -2.35
O -1.54 2.02 -2.36
*
```

Entry 3:
Computed, not measured: a cluster of 15 separate species, C31H91O15 in total, with ωB97M-V/def2-TZVPD.

As for the total energy: -2364.246377 Eh. The orbital gap comes out at 8.044 eV.

ORCA input file:
```
! RIJCOSX wB97M-V def2-TZVPD def2/J DEFGRID3
* xyz -1 1
C 0.94 0.16 1.00
C 0.37 -0.39 -0.37
C -1.06 -1.00 -0.24
O 0.43 0.46 -1.50
H 1.98 0.45 0.85
H 0.84 -0.58 1.79
H 0.41 1.03 1.37
H 1.09 -1.21 -0.43
H -1.72 -0.22 0.13
H -1.08 -1.69 0.60
H -1.44 -1.41 -1.18
C -0.93 -1.31 -6.15
C -0.21 -0.67 -4.96
O -0.90 -1.11 -3.80
H -0.70 -2.35 -6.35
H -0.67 -0.68 -7.01
H -1.98 -1.10 -5.99
H -0.25 0.42 -5.01
H 0.84 -0.93 -4.86
H -0.44 -0.73 -3.05
C 2.84 4.02 -4.29
C 2.38 2.77 -3.51
O 0.99 2.58 -3.56
H 2.73 3.86 -5.36
H 3.86 4.30 -4.04
H 2.27 4.90 -3.99
H 2.68 2.97 -2.48
H 2.92 1.93 -3.94
H 0.74 1.86 -2.98
C 0.09 5.11 0.21
C 0.14 3.96 -0.68
O 1.16 3.08 -0.21
H 0.32 4.88 1.25
H -0.92 5.52 0.19
H 0.77 5.90 -0.09
H 0.39 4.31 -1.68
H -0.80 3.41 -0.68
H 0.99 2.23 -0.62
C 4.29 0.29 -1.60
C 3.79 -0.96 -2.31
O 2.71 -0.51 -3.09
H 4.73 0.91 -2.39
H 5.03 0.03 -0.84
H 3.50 0.88 -1.15
H 3.47 -1.75 -1.64
H 4.64 -1.29 -2.91
H 2.00 -0.25 -2.50
C -0.01 -4.65 -1.67
C -0.57 -4.84 -3.03
O -0.11 -6.06 -3.54
H -0.35 -5.47 -1.04
H -0.38 -3.67 -1.36
H 1.08 -4.57 -1.71
H -0.23 -4.10 -3.76
H -1.65 -4.89 -3.01
H -0.55 -6.18 -4.39
C 3.52 -1.83 2.78
C 4.06 -2.37 1.51
O 4.87 -3.45 1.84
H 2.77 -1.07 2.57
H 4.29 -1.30 3.34
H 3.14 -2.57 3.48
H 4.61 -1.64 0.91
H 3.27 -2.80 0.90
H 4.26 -4.04 2.28
C -3.14 3.35 2.66
C -2.56 2.41 1.65
O -3.37 2.46 0.49
H -4.18 3.11 2.86
H -2.89 4.40 2.54
H -2.57 3.13 3.56
H -2.54 1.37 2.00
H -1.54 2.75 1.49
H -2.85 2.16 -0.26
C 1.09 -1.67 5.25
C 0.16 -2.09 6.43
O -0.37 -3.34 6.11
H 0.48 -1.68 4.34
H 1.86 -2.44 5.17
H 1.63 -0.74 5.36
H -0.69 -1.41 6.49
H 0.72 -2.11 7.37
H -1.00 -3.61 6.78
C -1.62 -5.35 3.06
C -0.74 -4.13 2.92
O 0.43 -4.36 3.67
H -2.63 -5.01 2.84
H -1.55 -5.77 4.06
H -1.39 -6.10 2.30
H -1.25 -3.27 3.35
H -0.40 -3.96 1.90
H 0.18 -4.17 4.58
C -4.99 -1.03 1.59
C -5.72 -0.05 0.67
O -5.65 1.25 1.18
H -5.43 -1.20 2.57
H -3.92 -0.85 1.72
H -5.08 -2.02 1.15
H -6.76 -0.38 0.62
H -5.32 -0.05 -0.34
H -4.81 1.63 0.94
C -4.20 2.03 -3.10
C -2.68 1.87 -3.01
O -2.21 1.60 -1.72
H -4.63 1.08 -2.77
H -4.52 2.17 -4.13
H -4.59 2.86 -2.51
H -2.19 2.80 -3.31
H -2.38 1.13 -3.75
H -1.32 1.23 -1.75
C 5.71 3.37 1.52
C 4.43 2.97 0.77
O 3.35 3.84 1.21
H 5.89 4.43 1.37
H 6.55 2.78 1.14
H 5.58 3.25 2.59
H 4.22 1.92 0.91
H 4.59 2.97 -0.31
H 2.57 3.59 0.71
C 1.33 2.85 4.22
C 2.84 2.60 4.27
O 3.53 3.80 3.93
H 0.79 1.94 4.47
H 0.93 3.22 3.28
H 1.15 3.54 5.05
H 3.15 1.78 3.62
H 3.13 2.23 5.25
H 3.56 3.83 2.97
C -5.51 -2.62 -2.85
C -4.15 -1.97 -2.60
O -3.65 -1.49 -3.86
H -5.41 -3.40 -3.61
H -6.18 -1.89 -3.29
H -6.02 -3.05 -1.99
H -3.55 -2.74 -2.12
H -4.23 -1.07 -1.98
H -2.73 -1.25 -3.78
*
```

Entry 4:
Computed, not measured: an isolated molecule of C5H9NO, with ωB97M-V/def2-TZVPD.

As for the total energy: -325.779329 Eh. The orbital gap comes out at 9.804 eV.

ORCA input file:
```
! RIJCOSX wB97M-V def2-TZVPD def2/J DEFGRID3
* xyz 0 1
C -1.26 0.63 1.63
C 0.14 0.34 1.03
C 0.09 -0.79 -0.05
O -1.05 -0.64 -0.94
C 0.83 -0.67 -1.72
C 1.97 0.13 -1.45
N 2.81 0.86 -1.14
H -1.65 -0.22 2.20
H -1.22 1.49 2.31
H -2.01 0.87 0.86
H 0.82 0.10 1.86
H 0.54 1.24 0.57
H -0.13 -1.74 0.52
H -1.18 0.30 -1.05
H 0.31 -0.22 -2.64
H 0.99 -1.70 -1.97
*
```

Entry 5:
Computed, not measured: a structure of composition C45H52N4P2RuSSi2, with ωB97M-V/def2-TZVPD.

As for the total energy: -3719.334774 Eh. The orbital gap (spin up / spin down) comes out at 8.489 / 7.302 eV. As for the expectation value of S²: 6.021.

ORCA input file:
```
! RIJCOSX wB97M-V def2-TZVPD def2/J DEFGRID3
* xyz 2 5
Ru -0.17 -0.20 -0.58
C 0.52 2.24 3.18
Si -1.00 1.24 2.80
C -1.72 0.46 4.34
C -2.33 2.31 2.02
N -0.54 0.01 1.64
P -0.11 -1.52 1.88
C 0.84 -1.72 0.40
P 2.37 -1.02 -0.13
N 1.81 0.47 -0.50
Si 2.42 1.55 -1.78
C 1.77 3.27 -1.43
C 1.78 0.91 -3.43
C 4.28 1.62 -1.77
C 3.81 -0.92 0.91
C 4.07 0.29 1.56
C 5.16 0.39 2.41
C 5.98 -0.71 2.62
C 5.71 -1.92 1.98
C 4.63 -2.03 1.13
C 2.83 -2.01 -1.57
C 1.88 -2.78 -2.25
C 2.22 -3.45 -3.41
C 3.51 -3.38 -3.91
C 4.47 -2.64 -3.23
C 4.14 -1.96 -2.07
C -1.51 -2.64 1.67
C -2.72 -2.13 1.22
C -3.80 -2.97 1.00
C -3.68 -4.34 1.23
C -2.47 -4.86 1.68
C -1.39 -4.02 1.90
C 0.63 -1.96 3.46
C -0.15 -2.53 4.47
C 0.41 -2.79 5.71
C 1.74 -2.50 5.95
C 2.52 -1.94 4.95
C 1.96 -1.66 3.71
H 0.30 3.06 3.87
H 1.29 1.61 3.63
H 0.93 2.67 2.26
H -2.35 1.18 4.86
H -2.34 -0.40 4.10
H -0.94 0.14 5.04
H -2.96 2.73 2.81
H -1.92 3.15 1.46
H -2.99 1.73 1.37
H 0.84 3.48 -1.95
H 1.62 3.43 -0.36
H 2.50 4.00 -1.77
H 0.79 0.45 -3.32
H 1.68 1.71 -4.16
H 2.45 0.15 -3.84
H 4.67 1.73 -0.76
H 4.75 0.75 -2.22
H 4.60 2.49 -2.34
H 3.41 1.13 1.40
H 5.37 1.32 2.91
H 6.83 -0.63 3.28
H 6.35 -2.78 2.16
H 4.42 -2.98 0.64
H 0.88 -2.86 -1.85
H 1.48 -4.05 -3.92
H 3.77 -3.91 -4.81
H 5.49 -2.59 -3.61
H 4.90 -1.40 -1.54
H -2.83 -1.06 1.06
H -4.75 -2.57 0.67
H -4.52 -4.99 1.08
H -2.37 -5.92 1.87
H -0.45 -4.43 2.24
H -1.20 -2.75 4.30
H -0.20 -3.23 6.49
H 2.17 -2.72 6.92
H 3.56 -1.71 5.14
H 2.57 -1.21 2.94
N -1.14 1.57 -1.05
S -1.79 2.07 -2.45
C -3.51 1.60 -2.46
C -4.40 2.06 -1.49
C -5.70 1.60 -1.52
C -6.12 0.72 -2.51
C -5.23 0.28 -3.48
C -3.91 0.71 -3.46
C -1.94 3.84 -2.32
C -2.72 4.48 -3.28
C -2.83 5.86 -3.23
C -2.16 6.58 -2.25
C -1.37 5.93 -1.32
C -1.25 4.55 -1.35
H -1.55 2.04 -0.25
H -4.07 2.77 -0.74
H -6.41 1.96 -0.78
H -7.15 0.39 -2.53
H -5.57 -0.39 -4.26
H -3.21 0.40 -4.22
H -3.25 3.91 -4.04
H -3.44 6.37 -3.97
H -2.25 7.66 -2.22
H -0.84 6.50 -0.56
H -0.60 4.04 -0.65
C -2.80 -3.06 -3.17
C -2.07 -2.09 -2.37
N -1.49 -1.32 -1.75
H -2.71 -2.81 -4.22
H -3.85 -3.05 -2.87
H -2.39 -4.05 -2.99
*
```

Entry 6:
Computed, not measured: a cluster of 2 separate species, C5H13S3 in total, with ωB97M-V/def2-TZVPD.

As for the total energy: -1392.882349 Eh. The orbital gap comes out at 5.625 eV.

ORCA input file:
```
! RIJCOSX wB97M-V def2-TZVPD def2/J DEFGRID3
* xyz -1 1
C -0.98 1.04 2.44
C -1.68 -0.25 2.14
S -1.39 -0.78 0.39
S -2.19 -2.74 0.55
H -1.40 1.91 1.93
H 0.10 0.92 2.18
H -1.02 1.26 3.58
H -2.75 -0.06 2.23
H -1.35 -1.11 2.75
H -1.06 -3.46 0.58
C 0.74 -0.33 -2.70
C 1.83 0.40 -1.97
C 1.46 0.74 -0.55
S -0.02 1.70 -0.53
H 0.41 -1.22 -2.16
H 1.04 -0.61 -3.71
H -0.13 0.35 -2.79
H 2.78 -0.20 -1.95
H 2.04 1.34 -2.49
H 2.23 1.31 -0.01
H 1.35 -0.22 0.06
*
```